one | # C5H10NS

A 2-piece molecular cluster, C5H10NS overall (wB97M-V/def2-TZVPD, OMol25).

Bonds (Å) are listed after each position.
Positions of all 17 atoms, in Å:
1 C -2.392 0.159 -0.974  N6 1.350, H8 1.132, H9 1.114
2 C 0.096 0.155 -0.665  C5 1.394, N6 1.182
3 C 1.626 0.965 0.966  C5 1.544, H10 1.068, H11 1.140, H12 1.045
4 C 1.867 -1.350 0.064  C5 1.607, H13 1.072, H14 1.080, H15 1.127
5 C 1.450 0.150 -0.333  C2 1.394, C3 1.544, C4 1.607, H16 0.999
6 N -1.084 0.102 -0.644  C1 1.350, C2 1.182
7 S -4.473 0.590 0.467  H17 1.437
8 H -2.598 1.090 -1.583  C1 1.132
9 H -2.629 -0.701 -1.641  C1 1.114
10 H 1.069 1.865 0.828  C3 1.068
11 H 1.060 0.563 1.869  C3 1.140
12 H 2.651 1.137 1.085  C3 1.045
13 H 2.903 -1.121 0.212  C4 1.072
14 H 1.632 -1.965 -0.792  C4 1.080
15 H 1.311 -1.503 1.032  C4 1.127
16 H 2.123 0.589 -0.926  C5 0.999
17 H -4.611 -0.723 1.034  S7 1.437

total charge = +1
orbital gap (alpha / beta) = 7.356 / 7.353 eV

Mulliken population analysis, charges in e, atoms 1 to 4: -0.67 0.42 -1.35 -0.94

---

two | # C5H10NS

An isolated ion of composition C5H10NS and charge +1 (wB97M-V/def2-TZVPD, OMol25).

Bonds (Å) are listed after each position.
Positions of all 17 atoms, in Å:
1 C 1.887 1.065 -0.681  C2 1.304, H8 1.046
2 C 2.606 0.034 -0.336  C1 1.304, S7 1.774, H9 1.114
3 C 0.225 0.080 0.146  C4 1.549, N6 1.492, S7 1.939
4 C -0.288 0.898 1.357  C3 1.549, H10 1.055, H11 1.042, H12 1.101
5 C -1.958 -1.004 -0.239  N6 1.456, H13 1.099, H14 1.120, H15 1.097
6 N -0.730 -0.503 -0.841  C3 1.492, C5 1.456, H16 1.053, H17 0.990
7 S 1.630 -1.219 0.456  C2 1.774, C3 1.939
8 H 1.818 1.914 -1.287  C1 1.046
9 H 3.718 -0.012 -0.346  C2 1.114
10 H -0.411 0.253 2.183  C4 1.055
11 H -0.958 1.634 1.047  C4 1.042
12 H 0.607 1.482 1.623  C4 1.101
13 H -1.952 -2.092 -0.085  C5 1.099
14 H -2.092 -0.393 0.690  C5 1.120
15 H -2.867 -1.046 -0.851  C5 1.097
16 H -0.993 0.178 -1.600  N6 1.053
17 H -0.243 -1.269 -1.236  N6 0.990

total charge = +1
orbital gap = 9.266 eV

Mulliken population analysis, charges in e, atoms 1 to 4: -0.57 0.00 0.16 -1.64

---

Most stable of them? two.

---

one | # HNOS2

A single HNOS2 molecule (wB97M-V/def2-TZVPD, OMol25).

Bonds (Å) are listed after each position.
Positions of all 5 atoms, in Å:
1 N -0.292 0.113 0.486  O2 1.442, S3 1.466, H5 1.065
2 O 0.890 -0.483 -0.087  N1 1.442, S4 1.578
3 S -1.393 0.698 -0.286  N1 1.466
4 S 1.006 -0.462 -1.661  O2 1.578
5 H -0.211 0.134 1.548  N1 1.065

2S+1 = 3
orbital gap (alpha / beta) = 8.434 / 7.253 eV
expectation value of S² = 2.01

Mulliken population analysis, charges in e, atoms 1 to 4: -0.06 -0.16 -0.10 0.04

---

two | # HNOS2

A 2-piece molecular cluster, HNOS2 overall (wB97M-V/def2-TZVPD, OMol25).

Bonds (Å) are listed after each position.
Positions of all 5 atoms, in Å:
1 N -0.954 0.274 -0.021  S3 1.518
2 O 0.341 -2.081 1.539  S4 1.500
3 S -0.860 1.309 -1.127  N1 1.518, H5 1.301
4 S 1.052 -0.903 0.941  O2 1.500
5 H 0.421 1.401 -1.333  S3 1.301

2S+1 = 3
orbital gap (alpha / beta) = 5.740 / 7.047 eV
expectation value of S² = 2.01

Mulliken population analysis, charges in e, atoms 1 to 4: -0.34 -0.29 0.06 0.46

---

Most stable of them? one.

---

one | # C2H3N2OS

An isolated ion of composition C2H3N2OS and charge -1 (wB97M-V/def2-TZVPD, OMol25).

Bonds (Å) are listed after each position.
Positions of all 9 atoms, in Å:
1 O -0.351 1.909 -1.301  N2 1.272
2 N 0.443 1.086 -0.743  O1 1.272, C3 1.500, S6 2.159
3 C 0.074 -0.362 -0.620  N2 1.500, C4 1.513, H7 1.103, H8 1.104
4 C -0.353 -0.766 0.774  C3 1.513, N5 1.274, H9 1.028
5 N -0.006 -0.024 1.750  C4 1.274, S6 1.654
6 S 0.415 1.530 1.370  N2 2.159, N5 1.654
7 H 0.973 -0.955 -0.859  C3 1.103
8 H -0.695 -0.658 -1.355  C3 1.104
9 H -0.501 -1.761 0.984  C4 1.028

total charge = -1
orbital gap = 6.208 eV
SMILES string = [O-]N1CC=NS1

Mulliken population analysis, charges in e, atoms 1 to 4: -0.59 -0.16 -0.22 -0.29

---

two | # C2H3N2OS

An isolated ion of composition C2H3N2OS and charge -1 (wB97M-V/def2-TZVPD, OMol25).

Bonds (Å) are listed after each position.
Positions of all 9 atoms, in Å:
1 O 0.882 -1.214 -2.078  N2 1.237
2 N 1.027 -0.372 -1.183  O1 1.237, C3 1.473
3 C 0.200 -0.626 0.009  N2 1.473, C4 1.529, H7 1.125, H8 1.056
4 C -0.814 0.515 0.115  C3 1.529, N5 1.271, H9 1.197
5 N -0.596 1.597 0.744  C4 1.271, S6 1.666
6 S 0.657 1.842 1.814  N5 1.666
7 H 0.901 -0.668 0.887  C3 1.125
8 H -0.386 -1.495 0.131  C3 1.056
9 H -1.871 0.422 -0.439  C4 1.197

total charge = -1
orbital gap = 6.104 eV
SMILES string = O=NC/C=N\[S-]

Mulliken population analysis, charges in e, atoms 1 to 4: -0.39 0.01 -0.35 -0.12

---

Most stable of them? two.

---

one | # C7H15N2

An isolated ion of composition C7H15N2 and charge +1 (wB97M-V/def2-TZVPD, OMol25).

Bonds (Å) are listed after each position.
Positions of all 24 atoms, in Å:
1 C 1.875 1.546 2.125  C2 1.543, H10 1.127, H11 1.153, H12 1.077
2 C 2.118 1.833 0.628  C1 1.543, N3 1.490, H13 1.165, H14 1.073
3 N 1.932 0.633 -0.234  C2 1.490, C4 1.515, H15 0.997
4 C 0.564 0.195 -0.716  N3 1.515, C5 1.524, C6 1.709, H16 1.079
5 C 0.745 -0.590 -2.010  C4 1.524, H17 1.141, H18 1.188, H19 1.028
6 C -0.323 -0.847 0.308  C4 1.709, C7 1.432, H20 1.130, H21 1.114
7 C -1.697 -1.159 0.054  C6 1.432, N8 1.147
8 N -2.818 -1.187 -0.186  C7 1.147, C9 1.376
9 C -4.143 -1.391 -0.495  N8 1.376, H22 1.130, H23 1.039, H24 1.002
10 H 2.130 2.471 2.716  C1 1.127
11 H 0.793 1.382 2.491  C1 1.153
12 H 2.580 0.845 2.538  C1 1.077
13 H 3.215 2.110 0.351  C2 1.165
14 H 1.413 2.509 0.184  C2 1.073
15 H 2.439 -0.174 0.061  N3 0.997
16 H 0.008 1.120 -0.707  C4 1.079
17 H 1.580 -0.164 -2.660  C5 1.141
18 H 1.048 -1.714 -1.770  C5 1.188
19 H -0.154 -0.562 -2.507  C5 1.028
20 H 0.388 -1.689 0.062  C6 1.130
21 H -0.278 -0.800 1.420  C6 1.114
22 H -4.706 -1.232 0.471  C9 1.130
23 H -4.239 -2.344 -0.898  C9 1.039
24 H -4.471 -0.791 -1.227  C9 1.002

total charge = +1
orbital gap = 8.717 eV
SMILES string = CCN[C@@H](C)CC#[N+]C

Mulliken population analysis, charges in e, atoms 1 to 4: -0.96 -0.42 -0.29 -0.06

---

two | # C7H15N2

An isolated ion of composition C7H15N2 and charge +1 (wB97M-V/def2-TZVPD, OMol25).

Bonds (Å) are listed after each position.
Positions of all 24 atoms, in Å:
1 C 1.404 1.234 -0.446  C3 1.614, N8 1.320
2 C -0.618 -0.532 -0.301  C3 1.558, N9 1.298, H10 1.113
3 C 0.916 -0.284 -0.194  C1 1.614, C2 1.558, C4 1.578, C5 1.488
4 C 1.092 -0.542 1.352  C3 1.578, H11 1.117, H12 1.125, H13 1.105
5 C 1.641 -1.284 -1.024  C3 1.488, H14 1.119, H15 1.130, H16 1.124
6 C -1.439 1.717 0.187  N9 1.485, H17 1.179, H18 1.055, H19 1.152
7 C -3.009 -0.149 -0.233  N9 1.475, H20 1.052, H21 1.124, H22 1.113
8 N 2.615 1.300 0.075  C1 1.320, H23 1.048, H24 1.067
9 N -1.609 0.255 -0.009  C2 1.298, C6 1.485, C7 1.475
10 H -0.981 -1.493 -0.731  C2 1.113
11 H 1.847 0.212 1.682  C4 1.117
12 H 1.489 -1.589 1.457  C4 1.125
13 H 0.177 -0.212 1.877  C4 1.105
14 H 1.136 -2.261 -0.818  C5 1.119
15 H 2.748 -1.348 -0.803  C5 1.130
16 H 1.553 -1.171 -2.139  C5 1.124
17 H -0.647 1.945 -0.656  C6 1.179
18 H -2.414 2.105 0.090  C6 1.055
19 H -0.914 1.764 1.211  C6 1.152
20 H -3.642 0.690 -0.201  C7 1.052
21 H -3.198 -0.675 -1.209  C7 1.124
22 H -3.208 -0.748 0.684  C7 1.113
23 H 3.173 2.185 -0.006  N8 1.048
24 H 3.278 0.524 0.384  N8 1.067

total charge = +1
orbital gap = 8.343 eV

Mulliken population analysis, charges in e, atoms 1 to 4: -0.81 -0.54 1.74 -1.30

---

Most stable of them? one.